No. 1
Formula: C18H11F10N3RuSSbSe4
Source: the OMol25 dataset
Level of theory: ωB97M-V/def2-TZVPD

total charge	-2
orbital gap (spin up / spin down)	5.20 / 5.18	eV
spin multiplicity	2

Cartesian coordinates (Å):
Ru (1.60486, 0.91252, 0.78525)
C (0.79436, 0.72647, 3.71324)
N (0.38038, 0.14427, 2.41205)
C (-1.01757, 0.56317, 2.15329)
C (-1.60177, 0.09316, 0.82720)
N (-1.13522, 0.85783, -0.32966)
C (-2.03849, 1.15821, -1.36278)
C (-1.95830, 0.53138, -2.60195)
F (-1.07030, -0.43009, -2.81235)
C (-2.82075, 0.86808, -3.63175)
F (-2.73301, 0.25930, -4.81744)
C (-3.79828, 1.82626, -3.42741)
F (-4.64200, 2.14160, -4.41555)
C (-3.91300, 2.44626, -2.19537)
F (-4.86629, 3.36412, -1.99675)
C (-3.03209, 2.11246, -1.18307)
F (-3.15388, 2.72800, -0.00545)
C (0.49830, -1.35100, 2.49333)
C (1.67280, -1.82224, 1.64953)
N (1.64861, -1.16734, 0.36149)
C (1.37307, -1.85789, -0.75250)
C (1.94228, -1.47892, -1.99359)
F (2.85562, -0.50630, -2.01870)
C (1.65007, -2.10875, -3.18249)
F (2.24888, -1.71141, -4.31707)
C (0.78376, -3.19272, -3.22769)
F (0.51134, -3.81790, -4.39316)
C (0.21640, -3.61329, -2.04293)
F (-0.65936, -4.63870, -2.04890)
C (0.49915, -2.96271, -0.85620)
F (-0.20523, -3.37517, 0.23594)
H (0.14515, 0.33109, 4.50388)
H (1.83255, 0.46849, 3.92107)
H (0.73430, 1.81061, 3.66535)
H (-1.65308, 0.17729, 2.96253)
H (-1.02876, 1.65450, 2.19632)
H (-1.37593, -0.96282, 0.65472)
H (-2.68773, 0.19002, 0.87800)
H (0.61814, -1.63403, 3.54125)
H (-0.42218, -1.80449, 2.13082)
H (2.59808, -1.51025, 2.15311)
H (1.68888, -2.91431, 1.58707)
Se (5.31243, 4.80017, 2.21738)
Sb (3.80761, 2.97433, 2.70375)
Se (4.10018, 0.91307, 1.25994)
Se (1.54450, 3.28592, 1.60646)
Se (3.66727, 2.27807, 5.03748)
S (0.93023, 1.99950, -1.64460)
C (0.15401, 1.24419, -0.39309)

No. 2
Formula: C18H11F3NO2S
Source: the OMol25 dataset
Level of theory: ωB97M-V/def2-TZVPD

total charge	-1
orbital gap	6.02	eV
spin multiplicity	1

Cartesian coordinates (Å):
F (5.00072, 1.22341, 1.34681)
C (4.04152, 1.04359, 0.38246)
F (4.46687, 1.67092, -0.72287)
F (4.06421, -0.26049, 0.07303)
S (2.21723, 2.07616, 0.83310)
N (1.92761, -0.43634, -2.22475)
C (1.83921, -1.33356, -1.17990)
O (2.19075, -2.47826, -1.15829)
C (1.36346, -0.63000, 0.08496)
C (0.80482, 0.71562, -0.07022)
C (0.60561, 1.51966, 1.21934)
C (0.22905, 0.68557, 2.33753)
C (0.58253, -0.63249, 2.35684)
C (1.25591, -1.28980, 1.29028)
C (1.92457, 0.87252, -1.74372)
O (2.01930, 2.02179, -2.11360)
H (-0.06419, 2.40750, 1.04073)
H (-0.24977, 1.19096, 3.18820)
H (0.23820, -1.23939, 3.19476)
H (1.49342, -2.37703, 1.34591)
C (-0.46333, 0.85696, -0.92968)
C (-1.40973, 2.08600, -0.78884)
C (-2.72544, 1.66926, -0.62686)
C (-2.75129, 0.23167, -0.36833)
C (-1.44871, -0.28301, -0.59188)
C (-1.24690, -1.66106, -0.74552)
C (-2.27841, -2.54299, -0.44148)
C (-3.52053, -2.02043, -0.08838)
C (-3.79844, -0.65031, -0.11002)
H (-0.23243, 0.76790, -2.02080)
H (-0.93436, 3.08048, -0.88552)
H (-3.62141, 2.29975, -0.65063)
H (-0.33206, -2.04019, -1.15730)
H (-2.09109, -3.60658, -0.42846)
H (-4.31181, -2.68955, 0.20701)
H (-4.78506, -0.24824, 0.14606)

No. 3
Formula: C18H11F8LaN2O5S2Te
Source: the OMol25 dataset
Level of theory: ωB97M-V/def2-TZVPD

total charge	-2
orbital gap	6.69	eV
spin multiplicity	1

Cartesian coordinates (Å):
La (-0.67844, 0.21209, -1.48488)
O (1.18093, 3.54426, -3.43556)
C (0.61467, 2.51356, -3.13244)
O (0.90971, 1.67863, -2.19997)
C (-0.61675, 1.99298, -3.93402)
O (-0.57413, 1.73239, -5.10328)
O (-1.65328, 1.76052, -3.12793)
F (-1.78845, 3.33137, 3.22258)
C (-2.69741, 2.36930, 3.44055)
F (-2.73385, 2.20656, 4.80277)
F (-3.90569, 2.88057, 3.11248)
C (-2.39601, 1.06951, 2.76671)
C (-2.58257, -0.09876, 3.48089)
C (-2.27453, -1.32109, 2.90386)
C (-1.72344, -1.30784, 1.63300)
N (-1.55351, -0.20233, 0.92204)
C (-1.95265, 1.00350, 1.41369)
S (-1.89729, 2.31084, 0.33265)
H (-2.95478, -0.04904, 4.49618)
H (-2.42868, -2.25078, 3.43293)
H (-1.38950, -2.22275, 1.15382)
C (1.44170, 2.08874, 1.02604)
C (2.08495, 0.73743, 0.98725)
C (3.26223, 0.55743, 1.75153)
C (3.96418, -0.60018, 1.64548)
C (3.48280, -1.63140, 0.81382)
C (4.20875, -2.82412, 0.63299)
C (3.67853, -3.82108, -0.14336)
C (2.41104, -3.67446, -0.70729)
C (1.64560, -2.52086, -0.55299)
S (0.04107, -2.49892, -1.18914)
C (2.22435, -1.42676, 0.17690)
N (1.56921, -0.22763, 0.24849)
H (2.20488, 2.85784, 1.15209)
H (0.74029, 2.16433, 1.85942)
H (0.90508, 2.29003, 0.10724)
H (3.60179, 1.36445, 2.38822)
H (4.89267, -0.74871, 2.18721)
H (5.17638, -2.92739, 1.11170)
H (4.23631, -4.73655, -0.30800)
H (1.97502, -4.47782, -1.28654)
F (-2.62255, -1.71174, -4.34514)
Te (-2.85444, 0.08783, -3.64690)
F (-2.93015, 0.39298, -5.53521)
F (-0.71063, -0.52238, -3.63985)
F (-4.04427, 1.62668, -3.67528)
F (-4.64987, -0.63949, -3.85368)
O (-2.83920, -0.33170, -1.90109)

No. 4
Formula: C18H11N3O4RhS
Source: the OMol25 dataset
Level of theory: ωB97M-V/def2-TZVPD

total charge	+1
orbital gap	7.15	eV
spin multiplicity	1

Cartesian coordinates (Å):
Rh (-0.50254, 0.35959, -0.37340)
O (2.64953, 4.15890, 2.60299)
C (2.44300, 3.06361, 3.30966)
O (2.84711, 2.91055, 4.42810)
C (1.66219, 1.96343, 2.65942)
C (1.43705, 0.73266, 3.25631)
N (0.71265, -0.00985, 2.40933)
N (0.43389, 0.68843, 1.30126)
C (1.02358, 1.87638, 1.42313)
C (0.91062, 2.75268, 0.20964)
O (1.42684, 3.84070, 0.14881)
O (0.21960, 2.16516, -0.73328)
H (2.24627, 4.14281, 1.70711)
H (1.75506, 0.37091, 4.22006)
H (0.36311, -0.94821, 2.52578)
S (-3.07151, -3.26645, -0.91991)
C (-3.97596, -2.15654, 0.07436)
C (-5.27241, -2.28608, 0.55759)
C (-5.77469, -1.25596, 1.32830)
C (-5.00740, -0.11936, 1.60802)
C (-3.72143, 0.01311, 1.12649)
C (-3.20337, -1.02502, 0.35522)
N (-1.94741, -1.08223, -0.22871)
C (-1.74557, -2.19791, -0.89979)
C (-0.40902, -2.33733, -1.44359)
C (0.12325, -3.40997, -2.14182)
C (1.46237, -3.37525, -2.50430)
C (2.25717, -2.28990, -2.16933)
C (1.72911, -1.20450, -1.46954)
C (0.39083, -1.22646, -1.12660)
H (-5.86835, -3.16081, 0.33746)
H (-6.78009, -1.32673, 1.71903)
H (-5.43445, 0.67196, 2.20821)
H (-3.13468, 0.89893, 1.33497)
H (-0.48729, -4.26790, -2.39326)
H (1.89039, -4.20763, -3.04515)
H (3.30060, -2.28083, -2.45411)
H (2.35468, -0.35415, -1.22953)

No. 5
Formula: C18H11N4O2
Source: the OMol25 dataset
Level of theory: ωB97M-V/def2-TZVPD

total charge	-1
orbital gap	6.66	eV
spin multiplicity	1

Cartesian coordinates (Å):
C (1.15553, 0.13394, 1.41105)
C (2.16355, 0.91026, 2.00322)
C (3.49241, 0.44662, 1.93706)
N (4.60399, 0.07380, 2.03866)
C (1.95326, 2.20359, 2.54173)
N (1.71141, 3.22836, 3.08051)
C (-0.25359, 0.51767, 1.71346)
C (-0.76132, 1.76959, 1.34416)
C (-2.08618, 2.11260, 1.64644)
C (-2.88388, 1.20156, 2.34768)
C (-2.44059, -0.11026, 2.60757)
C (-1.12338, -0.45177, 2.27028)
H (1.39406, -0.91030, 1.22623)
H (-0.08971, 2.49264, 0.87764)
H (-2.47703, 3.09617, 1.38511)
H (-3.91641, 1.42279, 2.58428)
H (-3.07829, -0.85092, 3.12324)
H (-0.70976, -1.44528, 2.52558)
C (1.35650, 0.27456, -0.57023)
N (2.79161, 0.02423, -0.89248)
O (3.64397, 0.94002, -0.83118)
O (3.09357, -1.15383, -1.20762)
C (0.51249, -0.38440, -1.54210)
C (0.50935, -1.81085, -1.55488)
C (-0.35284, -2.52367, -2.39617)
C (-1.23968, -1.86144, -3.25162)
C (-2.15385, -2.64876, -3.99944)
N (-2.87302, -3.21787, -4.72669)
C (-1.17063, -0.46504, -3.29860)
C (-0.35431, 0.27577, -2.43923)
H (1.18227, 1.32049, -0.44283)
H (1.12568, -2.37310, -0.82622)
H (-0.37286, -3.62313, -2.29578)
H (-1.87180, 0.03063, -3.95538)
H (-0.48053, 1.35533, -2.43347)

We obtain energy relative to the best compared isomer or geometry (same formula, charge and spin) values of 23.0 135.1 207.5 0.0 32.0 kJ/mol for the records listed above, in that order.